(1)
{
  "formula": "C18H41ClO6Si2",
  "method": "the ωB97M-V functional and the def2-TZVPD basis",
  "species": ["Si", "O", "Si", "C", "C", "C", "Cl", "H", "H", "H", "H", "H", "H", "H", "H", "H", "H", "H", "C", "C", "O", "C", "H", "H", "H", "H", "H", "H", "C", "C", "O", "C", "H", "H", "H", "H", "H", "H", "C", "C", "O", "C", "H", "H", "H", "H", "H", "H", "C", "C", "O", "C", "H", "H", "H", "H", "H", "H", "C", "C", "O", "C", "H", "H", "H", "H", "H", "H"],
  "xyz": [[2.70, 0.64, -0.77], [2.02, 2.04, -1.37], [0.65, 2.04, -2.30], [-0.90, 1.88, -1.26], [-1.96, 0.96, -1.87], [-2.98, 0.47, -0.85], [-2.61, -1.19, -0.26], [3.41, -0.05, -1.86], [3.57, 1.02, 0.34], [1.60, -0.23, -0.30], [0.73, 0.87, -3.21], [0.65, 3.31, -3.06], [-0.61, 1.52, -0.26], [-1.31, 2.89, -1.14], [-2.49, 1.48, -2.67], [-1.48, 0.10, -2.34], [-3.99, 0.42, -1.26], [-3.02, 1.10, 0.03], [-5.70, 0.59, 1.93], [-6.16, 1.67, 0.97], [-5.80, 1.68, -0.18], [-7.07, 2.73, 1.54], [-5.05, -0.11, 1.41], [-5.17, 1.03, 2.77], [-6.57, 0.06, 2.33], [-6.59, 3.24, 2.37], [-7.98, 2.27, 1.94], [-7.33, 3.45, 0.77], [8.06, 0.38, -1.18], [6.99, -0.69, -1.11], [5.88, -0.45, -0.69], [7.39, -2.06, -1.58], [7.67, 1.32, -0.81], [8.92, 0.08, -0.58], [8.41, 0.49, -2.21], [8.23, -2.43, -0.99], [7.73, -2.02, -2.61], [6.55, -2.74, -1.48], [12.69, -3.12, -2.59], [11.19, -3.31, -2.48], [10.45, -2.38, -2.26], [10.68, -4.71, -2.67], [12.94, -2.07, -2.44], [13.20, -3.73, -1.84], [13.03, -3.44, -3.57], [11.12, -5.38, -1.93], [10.96, -5.09, -3.65], [9.59, -4.73, -2.57], [-8.91, 6.60, 2.23], [-9.52, 5.48, 3.03], [-8.85, 4.59, 3.49], [-11.02, 5.54, 3.24], [-7.84, 6.45, 2.14], [-9.35, 6.63, 1.23], [-9.11, 7.56, 2.70], [-11.53, 5.53, 2.27], [-11.29, 6.47, 3.75], [-11.34, 4.69, 3.83], [-3.09, -4.05, 1.41], [-2.81, -5.19, 2.36], [-3.66, -5.68, 3.05], [-1.38, -5.70, 2.39], [-4.14, -3.78, 1.47], [-2.47, -3.20, 1.67], [-2.85, -4.35, 0.38], [-0.70, -4.89, 2.67], [-1.09, -6.05, 1.39], [-1.29, -6.51, 3.10]],
  "homo_lumo_gap_ev": 10.02
}

---

(2)
{
  "formula": "C9H8",
  "method": "the ωB97M-V functional and the def2-TZVPD basis",
  "species": ["C", "C", "C", "C", "C", "C", "C", "C", "C", "H", "H", "H", "H", "H", "H", "H", "H"],
  "xyz": [[0.56, 1.74, 0.49], [1.33, 1.33, -0.69], [-0.43, 0.94, 0.98], [1.27, 0.02, -0.99], [-0.68, -0.47, 0.30], [0.78, -1.06, 0.00], [-1.99, -0.54, -0.10], [-3.25, -0.78, -0.46], [1.73, -1.96, 0.48], [0.91, 2.66, 0.98], [1.84, 1.99, -1.23], [-1.04, 1.42, 1.79], [1.93, -0.27, -1.81], [-3.59, -0.31, -1.42], [-4.04, -1.12, 0.14], [1.58, -2.56, 1.32], [2.81, -1.86, 0.10]],
  "homo_lumo_gap_ev": 8.67,
  "de_lowest_kj_mol": 414.7
}

---

(3)
{
  "formula": "C38H30N4O4SSbW",
  "method": "the ωB97M-V functional and the def2-TZVPD basis",
  "species": ["W", "O", "C", "C", "C", "C", "C", "C", "C", "N", "N", "C", "O", "C", "C", "C", "C", "C", "C", "H", "H", "H", "H", "H", "H", "H", "H", "H", "H", "O", "N", "N", "O", "C", "C", "C", "C", "C", "C", "H", "H", "H", "H", "H", "S", "Sb", "C", "C", "C", "C", "C", "C", "C", "C", "C", "C", "C", "C", "C", "C", "C", "C", "C", "C", "H", "H", "H", "H", "H", "H", "H", "H", "H", "H", "H", "H", "H", "H", "H"],
  "xyz": [[-1.53, 0.29, 1.50], [-1.78, -1.40, 2.35], [-0.72, -2.22, 2.45], [-0.97, -3.54, 2.04], [-0.46, -4.57, 2.79], [0.59, -4.27, 3.66], [1.13, -3.03, 3.63], [0.53, -1.93, 3.09], [1.03, -0.61, 3.20], [0.46, 0.42, 2.61], [0.41, 1.82, 2.95], [-0.78, 2.23, 3.27], [-1.92, 1.50, 3.07], [-1.03, 3.62, 3.67], [0.16, 4.43, 3.82], [-0.04, 5.78, 4.05], [-1.32, 6.28, 4.19], [-2.48, 5.49, 4.04], [-2.31, 4.11, 3.86], [-1.72, -3.64, 1.25], [-0.82, -5.59, 2.81], [0.73, -5.08, 4.40], [2.14, -2.88, 4.01], [1.98, -0.40, 3.77], [1.15, 4.01, 3.79], [0.78, 6.51, 4.11], [-1.48, 7.35, 4.29], [-3.50, 5.96, 4.10], [-3.18, 3.41, 3.80], [-1.83, 1.67, 0.13], [-2.83, 1.33, -0.94], [-3.68, 0.51, -0.38], [-3.64, 0.20, 0.92], [-4.83, 0.10, -0.98], [-5.60, -0.90, -0.40], [-6.40, -1.69, -1.24], [-6.47, -1.39, -2.57], [-6.03, -0.13, -3.07], [-5.16, 0.62, -2.28], [-5.42, -1.14, 0.69], [-6.93, -2.53, -0.82], [-6.86, -2.10, -3.26], [-6.24, 0.27, -4.06], [-4.71, 1.54, -2.62], [-0.35, -1.05, -0.33], [1.95, -0.68, -1.30], [2.53, 1.37, -1.12], [2.14, 2.31, -2.06], [1.78, 3.60, -1.59], [1.94, 3.91, -0.23], [2.31, 2.92, 0.66], [2.74, 1.67, 0.21], [3.70, -1.99, -1.28], [3.48, -3.34, -1.71], [4.59, -4.23, -1.72], [5.86, -3.75, -1.46], [6.08, -2.49, -0.95], [5.00, -1.57, -0.89], [1.59, -0.94, -3.34], [0.43, -0.51, -3.86], [-0.15, -1.06, -5.00], [0.53, -1.97, -5.81], [1.87, -2.19, -5.46], [2.42, -1.64, -4.31], [2.11, 2.06, -3.11], [1.53, 4.38, -2.27], [1.69, 4.92, 0.19], [2.25, 3.03, 1.76], [3.18, 0.95, 0.95], [2.55, -3.59, -2.12], [4.45, -5.28, -1.86], [6.72, -4.43, -1.50], [7.05, -2.10, -0.66], [5.17, -0.63, -0.41], [-0.14, 0.16, -3.21], [-1.22, -0.98, -5.21], [-0.03, -2.47, -6.62], [2.42, -2.88, -6.06], [3.41, -1.90, -4.00]],
  "homo_lumo_gap_ev": [4.18, 4.18],
  "total_charge": 3
}

---

| no. | molar mass (g mol⁻¹) | total energy (a.u.) |
| --- | --- | --- |
| 1 | 445.1 | -2201.1091 |
| 2 | 116.2 | -347.5416 |
| 3 | 944.3 | -2690.2488 |